No. 1
Density functional theory data (ωB97M-V/def2-TZVPD) for 2 unconnected molecules or ions with the total composition C4H13NOS.

Results
* ΔE to the lowest compared entry with this formula, charge and spin: 27.36 kcal per mole
* charge: 0
* orbital gap: 9.63 eV
* E: -18730.825 eV
* SMILES string: NCCCCS.O
* LUMO energy: 0.60 eV
* largest force on an atom: 2.0 eV Å⁻¹
* HOMO: -9.022 eV

Geometry as XYZ:
```
20
Properties=species:S:1:pos:R:3:forces:R:3
N 0.2053 -1.2645 -1.4852 -0.3699 -0.4956 -1.3860
C 1.2111 -0.9930 -0.5124 1.3124 0.3083 1.5017
C 0.7076 -0.8216 0.9463 -0.2743 -0.3062 -1.0007
C 0.0253 0.5442 1.2235 -1.1247 -0.1228 -1.3669
C 0.5044 1.7547 0.3698 1.5627 -0.4796 0.5488
S 2.2439 2.1999 1.0092 -0.7257 0.2153 -0.2607
H 0.6433 -1.3261 -2.3953 0.0050 -0.3082 -0.0753
H -0.5802 -0.6448 -1.6521 0.2509 0.3211 0.8626
H 1.9136 -0.1527 -0.7471 -0.5871 -0.2105 0.0362
H 1.9210 -1.8480 -0.4501 -0.6646 0.1614 -0.3484
H 1.6062 -0.9391 1.5296 0.1681 -0.0544 0.5554
H -0.0046 -1.6912 1.1468 0.9122 1.2299 -0.0068
H -1.0435 0.2860 1.0504 0.3150 0.8849 0.1016
H 0.1513 0.9014 2.2268 -0.1415 -0.3688 0.7653
H 0.6936 1.5259 -0.6800 -0.1888 -0.0917 0.1045
H -0.0576 2.6852 0.3923 -0.3629 -0.3108 0.3330
H 1.9044 3.1424 1.9275 -0.0689 -0.3982 -0.3608
O -3.8991 -1.4081 -1.4239 0.4371 -1.1086 -0.4215
H -4.4673 -1.3833 -0.6523 0.0400 0.7917 -0.1468
H -3.6787 -0.5674 -1.8239 -0.4950 0.3428 0.5649
```
Forces are in eV/Å.

No. 2
Density functional theory data (ωB97M-V/def2-TZVPD) for 2 unconnected molecules or ions with the total composition C4H13NOS.

Results
* ΔE to the lowest compared entry with this formula, charge and spin: 19.20 kcal per mole
* charge: 0
* orbital gap: 9.69 eV
* E: -18731.179 eV
* SMILES string: CNCCCS.O
* LUMO energy: 0.87 eV
* largest force on an atom: 1.3 eV Å⁻¹
* HOMO: -8.817 eV

Geometry as XYZ:
```
20
Properties=species:S:1:pos:R:3:forces:R:3
C 0.4387 -1.3626 1.9595 0.8276 -0.0049 -0.0976
N 0.2364 -0.2904 0.9786 0.2704 -0.6520 0.1380
C -1.1804 0.0095 0.8565 0.4213 0.7087 0.2598
C -1.4061 1.3249 0.1114 0.0565 -1.1225 -0.7185
C -0.7783 1.3258 -1.2930 -1.0678 -0.2366 0.2849
S -1.3668 -0.0209 -2.3834 0.5808 -0.2983 0.0566
H -0.2167 -2.2110 1.7920 -0.5040 -0.2315 0.1224
H 1.4537 -1.7770 1.9022 -0.0763 0.3744 -0.1462
H 0.3301 -0.9844 2.9719 -0.2558 0.0613 0.0893
H 0.4782 -0.7150 0.0910 0.3976 0.1991 -0.1641
H -1.6722 -0.8189 0.3579 -0.5504 -0.1164 -0.1156
H -1.5879 0.1163 1.8602 -0.1455 -0.0584 0.1058
H -2.4871 1.4040 0.0450 -0.1947 0.6455 -0.0400
H -0.9300 2.1408 0.6385 -0.2306 0.2734 0.4063
H -1.0332 2.2245 -1.8431 0.3774 0.3456 0.2100
H 0.2869 1.2210 -1.1457 0.3379 -0.0062 -0.4586
H -2.6385 0.3627 -2.4457 -0.2359 0.1425 0.0650
O 4.4385 -0.6377 1.4883 -0.2124 -0.0954 0.0579
H 5.0384 -0.0141 1.0778 0.1224 0.1367 -0.0862
H 4.9973 -1.3456 1.8161 0.0816 -0.0652 0.0310
```
Forces are in eV/Å.

No. 3
Density functional theory data (ωB97M-V/def2-TZVPD) for 2 unconnected molecules or ions with the total composition C4H13NOS2.

Results
* ΔE to the lowest compared entry with this formula, charge and spin: 17.82 kcal per mole
* charge: -1
* multiplicity: 2
* orbital gap (spin up / spin down): 2.20 / 7.21 eV
* E: -29565.273 eV
* LUMO energy (spin up / spin down): 2.87 / 2.84 eV
* largest force on an atom: 2.1 eV Å⁻¹
* HOMO (spin up / spin down): 0.678 / -4.368 eV

Geometry as XYZ:
```
21
Properties=species:S:1:pos:R:3:forces:R:3
S 1.5844 -3.4356 1.3874 -1.4681 -1.3204 -0.6771
S 2.3818 -1.6967 2.1280 0.6549 1.7137 0.7267
C 1.2272 -0.4024 1.4965 1.1403 -0.9256 -0.0204
C 0.8296 -0.5204 0.0244 -0.6092 0.2342 0.2864
C -0.6856 -0.5223 -0.1581 -0.2193 1.4234 -1.3765
N -1.1738 0.8168 -0.6319 0.0560 0.7163 0.0060
C -2.0311 0.8069 -1.8369 0.4694 -1.6737 1.2438
H 0.2793 -3.3485 1.8427 0.5612 -0.2410 -0.0219
H 1.7884 0.5128 1.6287 0.0656 0.2513 0.1194
H 0.4074 -0.3908 2.2059 -0.4343 -0.0280 -0.1688
H 1.2069 -1.3529 -0.5670 0.4477 -0.3024 0.6966
H 1.2390 0.3883 -0.4014 -0.1341 -0.4250 -0.4228
H -0.9646 -1.1786 -0.9734 -0.0144 -0.6359 0.1707
H -1.2532 -0.7591 0.7333 0.1210 -0.4845 0.2395
H -1.7644 1.2067 0.0780 0.0322 0.1886 0.5014
H -2.5199 -0.1759 -1.8180 -0.3961 0.1178 -0.5125
H -1.4216 0.8386 -2.7346 -0.1899 0.4828 -0.2319
H -2.8030 1.5545 -1.7096 0.0746 0.4036 -0.5743
H 0.7800 2.0803 -0.6501 -1.0143 -0.4636 -0.3365
H 1.3035 3.1828 0.2191 0.2259 -0.1544 -0.0498
O 1.5898 2.3954 -0.2631 0.6305 1.1229 0.4020
```
Forces are in eV/Å.

Question: Among the records above, which one has the lowest charge?
Answer: C4H13NOS2

Question: What is the formula in the second record?
Answer: C4H13NOS

Repeat the second record exactly.
Density functional theory data (ωB97M-V/def2-TZVPD) for 2 unconnected molecules or ions with the total composition C4H13NOS.

Results
* ΔE to the lowest compared entry with this formula, charge and spin: 19.20 kcal per mole
* charge: 0
* orbital gap: 9.69 eV
* E: -18731.179 eV
* SMILES string: CNCCCS.O
* LUMO energy: 0.87 eV
* largest force on an atom: 1.3 eV Å⁻¹
* HOMO: -8.817 eV

Geometry as XYZ:
```
20
Properties=species:S:1:pos:R:3:forces:R:3
C 0.4387 -1.3626 1.9595 0.8276 -0.0049 -0.0976
N 0.2364 -0.2904 0.9786 0.2704 -0.6520 0.1380
C -1.1804 0.0095 0.8565 0.4213 0.7087 0.2598
C -1.4061 1.3249 0.1114 0.0565 -1.1225 -0.7185
C -0.7783 1.3258 -1.2930 -1.0678 -0.2366 0.2849
S -1.3668 -0.0209 -2.3834 0.5808 -0.2983 0.0566
H -0.2167 -2.2110 1.7920 -0.5040 -0.2315 0.1224
H 1.4537 -1.7770 1.9022 -0.0763 0.3744 -0.1462
H 0.3301 -0.9844 2.9719 -0.2558 0.0613 0.0893
H 0.4782 -0.7150 0.0910 0.3976 0.1991 -0.1641
H -1.6722 -0.8189 0.3579 -0.5504 -0.1164 -0.1156
H -1.5879 0.1163 1.8602 -0.1455 -0.0584 0.1058
H -2.4871 1.4040 0.0450 -0.1947 0.6455 -0.0400
H -0.9300 2.1408 0.6385 -0.2306 0.2734 0.4063
H -1.0332 2.2245 -1.8431 0.3774 0.3456 0.2100
H 0.2869 1.2210 -1.1457 0.3379 -0.0062 -0.4586
H -2.6385 0.3627 -2.4457 -0.2359 0.1425 0.0650
O 4.4385 -0.6377 1.4883 -0.2124 -0.0954 0.0579
H 5.0384 -0.0141 1.0778 0.1224 0.1367 -0.0862
H 4.9973 -1.3456 1.8161 0.0816 -0.0652 0.0310
```
Forces are in eV/Å.

Question: Which formula does entry 3 have?
Answer: C4H13NOS2